Record 1
DFT (the ωB97M-V functional and the def2-TZVPD basis) results for a 10-piece molecular cluster, C48H124N8O15 overall in a non-equilibrium geometry.

Geometry as ORCA input:
```
! RIJCOSX wB97M-V def2-TZVPD def2/J DEFGRID3
* xyz 0 1
C 9.39401 13.17764 7.13821
O 8.67998 12.44964 6.17920
C 8.05517 11.28918 6.74872
C 7.05272 10.64578 5.78265
C 5.89406 11.52272 5.28028
N 6.46968 9.49218 6.41840
H 8.76736 13.29974 8.02168
H 9.66540 14.14148 6.70756
H 10.28524 12.60145 7.38683
H 8.84082 10.58910 7.03288
H 7.50276 11.64691 7.61761
H 7.63999 10.20563 4.97673
H 5.20662 10.94399 4.66336
H 6.27390 12.38830 4.73752
H 5.42223 11.90441 6.18570
H 7.18135 8.80288 6.61456
H 5.89613 9.06756 5.70367
C 15.74131 20.36576 5.62587
O 15.66833 19.00374 5.26890
C 14.31371 18.52065 5.53400
C 14.23611 17.11064 4.88337
C 14.34494 17.14156 3.35157
N 12.93265 16.55633 5.06260
H 16.67332 20.83748 5.31452
H 15.69743 20.64022 6.67984
H 14.99411 20.92075 5.05861
H 14.11148 18.41706 6.60005
H 13.54179 19.16958 5.12032
H 15.01904 16.49900 5.33171
H 13.60073 17.67112 2.75676
H 14.30126 16.07698 3.12166
H 15.25802 17.63066 3.01219
H 12.85540 15.76091 4.44499
H 12.24574 17.17912 4.66212
C 10.61253 17.73518 10.65762
O 9.24445 18.08761 10.50221
C 9.08586 19.30766 9.88204
C 7.61376 19.48730 9.53617
C 7.03874 18.77943 8.34266
N 7.33808 20.93048 9.28899
H 11.12731 18.19517 11.50113
H 11.17781 18.06150 9.78465
H 10.70643 16.65327 10.75117
H 9.39378 20.02270 10.64493
H 9.65062 19.54880 8.98148
H 7.09940 19.17018 10.44335
H 5.95260 18.86656 8.31419
H 7.16861 17.70990 8.50801
H 7.48987 19.13092 7.41474
H 7.90791 21.16237 8.48798
H 6.36857 20.92464 9.00593
C 12.49535 15.68167 13.29467
O 13.11810 16.78602 12.68959
C 14.56441 16.70536 12.81615
C 15.25137 17.98106 12.23598
N 15.33278 19.11404 13.13250
C 14.07951 19.57158 13.77231
C 14.34075 20.65388 14.81603
O 14.85623 20.15551 16.08569
C 14.91151 21.09189 17.09710
H 12.54716 15.71077 14.38305
H 12.78449 14.70051 12.91808
H 11.44107 15.70480 13.01889
H 14.96013 15.87412 12.23259
H 14.91981 16.53277 13.83203
H 14.94714 18.26832 11.22949
H 16.30315 17.72409 12.11018
H 15.96003 18.87728 13.88788
H 13.48025 18.74364 14.15111
H 13.36725 19.93592 13.03201
H 13.47145 21.23276 15.12797
H 15.07176 21.36359 14.42867
H 15.40686 20.69499 17.98322
H 13.94848 21.53840 17.34468
H 15.37928 22.00115 16.71956
C 15.41370 9.84803 6.70566
O 15.46459 11.11486 7.32738
C 16.56307 12.01124 6.97990
C 16.86647 12.34483 5.52353
N 18.18322 13.01098 5.49116
C 18.55551 13.66067 4.23848
C 18.61263 12.82945 2.93977
O 17.38181 12.48651 2.37797
C 17.41353 11.66488 1.19011
H 16.28224 9.30957 7.08485
H 15.33747 9.90763 5.61996
H 14.51916 9.32126 7.03796
H 17.44554 11.54642 7.41955
H 16.26359 12.91900 7.50373
H 16.12787 13.07676 5.19666
H 16.84251 11.46225 4.88431
H 18.89025 12.35919 5.79999
H 19.57022 13.96431 4.49594
H 17.96701 14.55460 4.03194
H 19.19166 11.92065 3.10379
H 19.10204 13.35539 2.12004
H 16.48229 11.58805 0.62888
H 17.61433 10.68961 1.63353
H 18.14792 11.94401 0.43455
C 12.08303 5.58284 17.51224
O 12.14578 6.46708 16.43196
C 12.91137 5.89641 15.36127
C 12.92518 6.76167 14.14089
N 11.65453 6.90177 13.37636
C 11.59788 8.10922 12.51854
C 12.69827 8.17385 11.43830
O 12.45054 9.21467 10.58149
C 13.49229 9.48733 9.63899
H 11.36192 4.77622 17.38008
H 11.71888 6.01954 18.44218
H 13.03929 5.16948 17.83288
H 12.52791 4.89737 15.15397
H 13.93596 5.84144 15.72909
H 13.68601 6.38313 13.45829
H 13.18276 7.77276 14.45627
H 11.47981 6.04057 12.87846
H 11.55983 8.98933 13.16045
H 10.64622 8.12170 11.98723
H 12.75664 7.28686 10.80749
H 13.69129 8.32534 11.86147
H 13.92741 10.48558 9.68645
H 12.98916 9.51196 8.67237
H 14.24930 8.71812 9.48615
C 11.07630 17.03490 -2.60301
O 11.12880 16.63403 -1.21653
C 11.42119 15.27121 -1.04429
C 11.67438 14.92502 0.43674
N 10.43092 15.03370 1.19997
C 10.63756 15.03366 2.66913
C 11.49997 13.91472 3.22045
O 12.84488 14.28697 3.12552
C 13.78445 13.24241 3.20215
H 10.21903 16.51666 -3.03266
H 12.00276 16.81351 -3.13288
H 10.87589 18.10015 -2.48818
H 12.27748 14.94166 -1.63273
H 10.61671 14.60625 -1.35854
H 12.39934 15.64175 0.82252
H 12.04315 13.90206 0.51199
H 10.09887 15.93079 0.87580
H 9.63616 14.94461 3.09028
H 11.14366 15.94060 2.99994
H 11.35740 12.97030 2.69524
H 11.31948 13.80406 4.28969
H 14.74980 13.67503 2.93939
H 13.48503 12.50712 2.45529
H 13.84288 12.75768 4.17669
C 16.98079 13.56568 10.88957
O 18.36827 13.29820 11.01345
C 19.16400 13.92331 10.05426
C 20.62049 13.45081 10.27410
N 21.23229 14.12908 11.40355
C 22.52254 13.71002 11.84697
C 22.88646 14.36597 13.20890
O 22.35402 13.62111 14.32209
C 22.74595 14.06711 15.58458
H 16.50023 12.99521 10.09476
H 16.87288 14.63981 10.73895
H 16.48019 13.27433 11.81294
H 19.21306 15.00649 9.94286
H 18.89269 13.61638 9.04417
H 21.21700 13.70105 9.39680
H 20.67796 12.36515 10.35246
H 20.61867 14.04601 12.20147
H 23.32605 14.04006 11.18851
H 22.52021 12.62111 11.89557
H 22.52295 15.39357 13.20956
H 23.97294 14.42914 13.26949
H 23.80990 13.90371 15.75608
H 22.13255 13.55374 16.32505
H 22.61704 15.14886 15.62065
C 10.10564 17.81937 6.54998
C 9.78615 17.92456 5.01899
C 8.42591 18.44895 4.61967
O 10.76652 18.66729 4.36443
H 10.68039 18.67597 6.90212
H 10.69474 16.90530 6.62450
H 9.24025 17.53276 7.14752
H 9.86750 16.89195 4.67959
H 8.21136 19.43490 5.03195
H 7.60007 17.80514 4.92232
H 8.41455 18.47332 3.53000
H 10.95883 19.44224 4.89741
C 13.15969 13.90071 7.33892
C 12.48847 14.69040 8.47395
C 13.01470 14.25122 9.90055
O 12.81323 16.05341 8.23947
H 12.90039 12.84435 7.26842
H 14.23255 13.91496 7.53090
H 13.06085 14.33599 6.34450
H 11.40229 14.61680 8.42013
H 14.05216 14.57167 9.99586
H 13.01792 13.20047 10.19039
H 12.53262 14.70845 10.76463
H 12.77811 16.21003 7.29299
*
```

* SMILES: COC[C@H](C)N.COC[C@H](C)N.COC[C@H](C)N.COCCNCCOC.COCCNCCOC.COCCNCCOC.COCCNCCOC.COCCNCCOC.CC(C)O.CC(C)O
* HOMO: -0.3142 hartree

---

Record 2
DFT (the ωB97M-V functional and the def2-TZVPD basis) results for a 12-piece molecular cluster, C48H126N6O15 overall in a non-equilibrium geometry.

Geometry as ORCA input:
```
! RIJCOSX wB97M-V def2-TZVPD def2/J DEFGRID3
* xyz -1 2
C 1.37988 5.72068 -15.73475
O 2.57746 6.47238 -15.90993
C 3.41646 6.33690 -14.73598
C 4.57391 7.37843 -14.80566
N 5.56117 6.96567 -15.77746
C 6.71929 7.77731 -15.98626
C 6.42878 9.28873 -16.32835
O 6.14921 10.12091 -15.20644
C 5.69984 11.36568 -15.75424
H 0.72605 5.91749 -14.88512
H 1.60348 4.65874 -15.63292
H 0.69592 5.88643 -16.56711
H 3.85484 5.37700 -14.46299
H 2.96185 6.57891 -13.77532
H 4.95858 7.39612 -13.78594
H 4.24252 8.37084 -15.11130
H 5.10591 6.84541 -16.67098
H 7.22588 7.26132 -16.80186
H 7.42553 7.70565 -15.15910
H 5.74835 9.33626 -17.17856
H 7.36014 9.67303 -16.74427
H 4.80911 11.23563 -16.36889
H 6.48188 11.89940 -16.29428
H 5.32294 11.95806 -14.92049
C 16.56694 1.92552 -13.37617
O 15.37423 2.56140 -13.61651
C 14.74622 3.16637 -12.45577
C 13.76454 4.25791 -12.84237
N 12.57283 3.79600 -13.49895
C 11.65855 2.88870 -12.76946
C 10.57974 2.16645 -13.58966
O 9.61108 1.62297 -12.68740
C 8.39824 1.28368 -13.35982
H 16.45891 1.04576 -12.74177
H 17.21331 2.62601 -12.84738
H 16.95636 1.68884 -14.36634
H 15.55330 3.59199 -11.85947
H 14.36130 2.33641 -11.86323
H 14.29044 5.00833 -13.43263
H 13.46465 4.84889 -11.97698
H 12.83422 3.35943 -14.37141
H 11.15640 3.47959 -12.00343
H 12.21612 2.10484 -12.25684
H 11.01526 1.35364 -14.17083
H 10.22832 2.84724 -14.36499
H 8.62233 0.98344 -14.38341
H 7.78597 2.17627 -13.23140
H 7.97060 0.46946 -12.77478
C 7.39771 3.26815 -16.47950
O 8.82428 3.30126 -16.73525
C 9.06070 4.28880 -17.75033
C 10.57735 4.29008 -18.08183
N 11.28238 5.06569 -17.06537
C 12.74459 5.11505 -17.22450
C 13.44154 3.74774 -17.26400
O 12.98925 2.98108 -16.10822
C 13.56698 1.66942 -16.21530
H 7.29961 2.42710 -15.79312
H 6.80366 3.08502 -17.37486
H 7.09819 4.23402 -16.07271
H 8.69459 5.24819 -17.38477
H 8.52396 4.11071 -18.68215
H 10.75584 4.74232 -19.05740
H 10.88334 3.24437 -18.05103
H 11.05152 4.49856 -16.26215
H 13.19007 5.52015 -16.31590
H 12.98391 5.78069 -18.05380
H 14.52316 3.88140 -17.24591
H 13.14761 3.16459 -18.13672
H 13.22451 1.16173 -15.31360
H 14.65238 1.76836 -16.22988
H 13.25598 1.07436 -17.07396
C 8.78167 -2.13811 -15.44948
C 8.69570 -1.83168 -17.01509
C 9.53972 -0.57346 -17.40725
O 9.38834 -0.52425 -18.84486
C 10.01959 0.59414 -19.30487
N 9.22918 -2.96757 -17.65696
H 8.51910 -3.17557 -15.24255
H 8.13075 -1.55083 -14.80179
H 9.77044 -1.84901 -15.09331
H 7.63088 -1.73511 -17.22707
H 10.59768 -0.70875 -17.18249
H 9.23617 0.31597 -16.85509
H 9.98477 0.75487 -20.38239
H 11.07138 0.46346 -19.05037
H 9.64651 1.48991 -18.80838
H 10.08507 -3.16601 -17.15879
H 9.62423 -2.65928 -18.53389
C 13.80498 3.73486 -21.62171
C 13.66542 2.29008 -21.93620
C 13.47368 1.34084 -20.63680
O 14.59417 1.17807 -19.75098
C 15.70801 0.49159 -20.29322
N 12.53399 2.12583 -22.80367
H 14.49306 3.97687 -20.81172
H 12.84663 4.12869 -21.28325
H 14.08337 4.29410 -22.51493
H 14.54118 1.98804 -22.51058
H 13.00731 0.38669 -20.88216
H 12.66859 1.80071 -20.06370
H 16.43298 0.35801 -19.49030
H 16.18327 0.94476 -21.16320
H 15.34561 -0.45059 -20.70439
H 12.56006 1.19916 -23.20453
H 12.63020 2.74328 -23.59714
C 4.64872 -2.17138 -13.97566
C 4.49255 -0.74273 -13.53198
C 4.40163 0.27274 -14.71511
O 4.24107 1.57633 -14.06015
C 3.83625 2.62329 -14.90462
N 3.36917 -0.63466 -12.61283
H 3.76351 -2.54811 -14.48808
H 4.84203 -2.83316 -13.13139
H 5.50038 -2.19996 -14.65534
H 5.40232 -0.33448 -13.09179
H 3.56772 0.05150 -15.38125
H 5.29253 0.33794 -15.33971
H 4.71959 3.14561 -15.27202
H 3.34948 3.40839 -14.32602
H 3.25211 2.20379 -15.72371
H 3.22947 0.36160 -12.52307
H 2.51219 -0.89172 -13.08145
C 12.33475 -2.59743 -11.88800
C 12.84127 -1.78142 -13.09361
C 13.87685 -0.73580 -12.61559
O 13.54909 -2.53769 -14.02764
H 11.94672 -1.89017 -11.15498
H 13.19125 -3.05550 -11.39334
H 11.62903 -3.40338 -12.08927
H 12.04525 -1.23225 -13.59646
H 14.83417 -1.17679 -12.33780
H 13.46548 -0.20316 -11.75817
H 14.08816 0.04120 -13.35025
H 14.47515 -2.60915 -13.78491
C 16.44943 4.99186 -15.86685
C 16.66275 6.38616 -16.29824
C 18.02027 6.66351 -16.89744
O 15.69605 6.62961 -17.27836
H 17.11074 4.80999 -15.01968
H 16.66612 4.29554 -16.67697
H 15.48095 4.71322 -15.45151
H 16.46513 7.06293 -15.46696
H 18.13308 7.71173 -17.17422
H 18.16456 6.16746 -17.85725
H 18.80382 6.34765 -16.20868
H 14.98034 6.98636 -16.74724
C 11.60560 8.06778 -19.29070
C 10.49596 8.64144 -18.46870
C 9.16906 8.72706 -19.26305
O 10.31718 7.77987 -17.33857
H 11.73915 8.68849 -20.17670
H 11.30715 7.07743 -19.63454
H 12.51867 7.90864 -18.71706
H 10.75106 9.62527 -18.07486
H 8.37018 8.57110 -18.53809
H 9.11874 7.94879 -20.02453
H 9.13953 9.59629 -19.92007
H 10.33613 6.84803 -17.56857
C 4.03144 4.87462 -18.89450
C 3.55524 6.27018 -19.13247
C 2.12999 6.40969 -19.53086
O 3.81161 7.19233 -18.09874
H 3.59580 4.48138 -17.97597
H 5.11618 4.77096 -18.92050
H 3.73885 4.21630 -19.71249
H 4.11139 6.68701 -19.97214
H 1.84985 7.46307 -19.52662
H 1.42906 5.80483 -18.95559
H 2.05014 6.05725 -20.55922
H 3.35476 6.85676 -17.32397
C 6.37070 0.45612 -19.33993
C 5.62734 1.69676 -19.75292
C 5.13970 1.73072 -21.23864
O 4.50131 1.77078 -18.92130
H 5.78426 -0.45856 -19.42683
H 6.70700 0.51642 -18.30486
H 7.26811 0.36848 -19.95237
H 6.34482 2.48816 -19.53612
H 5.97114 1.80059 -21.94001
H 4.40753 2.51332 -21.43753
H 4.68072 0.76467 -21.44885
H 4.10294 0.90056 -18.99623
C 12.45237 7.68758 -12.87095
C 11.65445 7.21208 -14.07920
C 10.32970 6.61789 -13.68177
O 11.40409 8.30137 -14.92245
H 13.40555 8.08613 -13.21837
H 12.77240 6.88888 -12.20181
H 11.95486 8.46565 -12.29199
H 12.23194 6.45605 -14.61119
H 10.46615 5.96404 -12.82040
H 9.84183 6.09127 -14.50198
H 9.63577 7.38102 -13.32937
H 11.10526 8.02620 -15.79227
*
```

* HOMO (alpha / beta): 0.0286 / -0.2433 hartree